Density functional theory data (the ωB97M-V functional and the def2-TZVPD basis) for an isolated ion of composition C4H6NOS and charge +1 in a non-equilibrium geometry.

Structure (XYZ):
```
13
Properties=species:S:1:pos:R:3:lowdin_charge:R:1
C 1.5200 -1.1667 0.0107 -0.257
C 0.9887 1.2584 0.0750 -0.297
C 0.1283 -0.9033 -0.1608 -0.356
C -1.4527 0.9667 0.2174 0.018
N -0.0969 0.4679 -0.0236 -0.117
O -0.8066 -1.8338 -0.3242 0.127
S 2.4057 0.3163 0.0434 1.148
H 2.1335 -2.0867 -0.1340 0.108
H 1.0923 2.2666 -0.1315 0.090
H -2.3069 0.3193 -0.0572 0.115
H -1.6883 0.9848 1.3250 0.129
H -1.4782 2.0438 -0.0555 0.117
H -0.4388 -2.6333 -0.7846 0.175
```

The HOMO energy is -0.51562 Ha. The charge is +1. Its relative energy (zero: lowest compared OMol25 entry of this formula, charge and spin) is 0.421 eV. The calculation puts the maximum force at 4.39 eV Å⁻¹. Its spin multiplicity is 1. The calculation puts the orbital gap at 9.32 eV.